Run A
Computed, not measured: a 15-piece molecular cluster, C72H189N15O21 overall, with ωB97M-V with the def2-TZVPD basis set.

Last column: Mulliken charge in e.
Positions of all 297 atoms, in Å:
O 7.1860 23.2606 1.6567  0.04
O -4.5698 24.2362 -0.4386  -0.21
O 4.6196 26.3116 -3.0546  0.00
O -0.5955 20.9018 1.0602  0.10
O 4.9394 20.1205 3.8815  -0.45
O 1.2880 25.3981 8.0362  -0.43
O 1.5688 20.2172 -2.8269  -0.33
O 3.0695 26.3224 -8.4610  -0.44
O 0.5703 30.7833 -0.7750  -0.45
O -2.6001 22.5524 5.2605  -0.50
O 6.1568 30.3889 3.1183  -0.46
O 8.9574 27.7767 -2.1342  -0.18
O 1.9972 30.0314 7.1412  -0.17
O -6.6123 18.7864 0.2852  -0.40
O 1.3757 24.1647 1.2191  0.67
O 3.9122 33.8350 -3.9393  -0.43
O -7.9044 22.3662 3.1106  -0.20
O 4.8547 25.7759 6.0049  0.03
O -0.7895 24.9349 -2.7396  -0.28
O 8.2783 24.7071 -7.9289  -0.16
O 8.5379 21.6922 -6.2801  -0.29
N -0.4032 17.3083 -3.5936  -0.80
N 3.3927 29.5195 3.6625  -0.57
N -7.0987 24.0369 0.7964  -0.11
N 4.1994 28.4440 7.5891  -0.07
N 3.4180 28.5310 -1.9361  0.84
N 8.4440 21.7428 -3.3397  -0.67
N -4.1781 20.4534 0.5977  -0.08
N 2.8837 18.0989 1.7532  -0.43
N 7.6883 26.5160 0.2110  0.47
N 5.8671 26.8309 -7.8048  -0.38
N 3.6324 24.6417 -0.8021  1.37
N 5.1713 30.9642 -1.9694  -0.59
N 0.7483 22.4442 7.8284  -0.83
N -0.3410 24.9140 -5.5555  -0.56
N -3.5852 25.6444 3.9700  -0.47
C 9.5258 24.0604 -8.1407  -0.70
C 5.4016 25.5952 -8.5641  -0.36
C -3.6086 24.5820 4.9265  0.71
C 9.7175 26.8775 -1.2511  -0.42
C 1.6457 23.2565 6.9883  0.38
C 8.0624 22.2985 2.2901  -0.66
C -5.1908 20.7088 -0.4446  -0.30
C -8.2788 21.0490 3.6390  -0.94
C 2.8010 25.3541 -7.4010  -0.44
C 8.2308 20.8533 -7.3667  -0.92
C -6.4733 25.4380 0.5685  -0.85
C 2.7550 24.2878 1.5842  -0.28
C 4.7290 20.8031 5.1421  -0.59
C 5.5835 25.3498 4.9059  -0.98
C 0.3995 24.6047 2.1429  -0.02
C 0.7823 19.1255 -2.4713  -0.09
C -1.9327 20.7957 1.5479  0.29
C -1.5219 24.3923 -4.9258  0.35
C 2.9619 30.4006 8.1314  -0.71
C 9.0984 26.9486 0.1975  -0.94
C 5.6001 26.4887 7.0414  -0.88
C 0.8177 26.7424 7.9966  -0.64
C 0.3318 20.8153 2.1377  0.24
C 4.1089 18.6811 2.2806  0.39
C 4.5711 27.1533 8.0735  -0.68
C 7.3403 25.0651 0.2393  2.60
C -4.9707 24.2563 5.4943  -1.30
C -3.0549 23.3795 4.1937  0.91
C 3.8750 28.3862 1.7209  -1.19
C 4.0939 25.7713 -9.3463  -0.79
C 2.1831 29.2519 -2.0029  1.76
C -3.8378 24.3291 0.8046  -0.21
C -1.1862 24.6153 -1.4436  -1.44
C 1.8169 31.1668 6.2486  -0.99
C 4.4773 24.1403 -1.8097  -0.32
C 5.0911 31.8184 -3.1532  0.52
C -6.5737 20.2071 0.1558  -0.13
C -8.1454 24.1682 1.8008  -0.72
C 5.3303 31.0080 -4.4590  -1.08
C 3.8228 19.8294 3.1912  0.49
C -1.1919 23.8200 -3.5766  -0.55
C 8.2750 23.7895 -4.0682  -0.49
C 5.7211 29.0043 3.5433  -0.42
C 7.5165 22.4161 -4.1081  0.83
C 3.6223 23.7837 0.4095  0.03
C 4.3030 28.5308 3.2033  1.37
C 8.3345 26.0200 -7.2610  -0.50
C 1.5590 29.7962 -0.6498  -0.88
C -5.5328 25.3269 -0.5673  -0.63
C -0.2884 30.9524 0.3561  -0.80
C 2.7236 34.5730 -4.1929  -0.71
C 7.8404 24.5301 1.5659  -1.19
C -0.7428 19.4593 -4.5414  -1.03
C 9.4539 27.9675 -3.4747  -0.70
C 6.9356 26.5416 -6.8207  -0.03
C 4.3373 24.9171 -3.1634  -0.74
C 5.9973 26.6417 -2.9624  0.48
C 7.4171 21.7772 -5.4617  -1.03
C 7.1367 30.3170 2.0497  -0.63
C -7.1847 18.0999 -0.8386  -0.67
C 1.0170 24.7306 6.7841  -0.12
C -2.2134 21.2943 4.9302  -0.57
C 1.6030 22.6264 5.6715  -0.14
C 3.7449 32.5026 -3.2505  -0.73
C -8.7663 22.8769 2.1462  -0.44
C 0.2370 18.5528 -3.8884  0.33
C 3.6772 29.2753 8.6517  -0.58
C 5.0724 19.0130 1.0893  -1.28
C -2.2886 23.4387 -5.9029  -1.24
C -2.8295 20.6697 0.2839  -0.64
C 1.1582 28.3677 -2.7061  -2.11
C 2.1995 20.7894 -1.6804  -0.08
H 7.6658 25.2182 2.3930  0.14
H 2.4385 30.0678 -2.6790  -0.44
H -8.8617 24.8162 1.2959  0.48
H 9.2542 23.6711 -4.5321  0.51
H 1.6252 27.9063 -3.5762  0.53
H 4.1899 20.1007 5.7778  0.42
H 3.7067 31.0719 7.7038  0.40
H 8.9109 28.8100 -3.9028  0.17
H 6.9781 20.8030 -5.2467  0.62
H 2.4620 17.4313 2.3829  0.24
H 3.5653 25.1718 -6.6456  0.10
H 5.8645 32.5494 -2.9171  0.33
H 9.1305 21.5010 -4.0400  0.35
H -5.6181 25.0147 5.9346  0.40
H -7.1280 17.0593 -0.5192  0.25
H 3.3006 22.7457 0.3251  -0.45
H 2.9651 35.5132 -4.6888  0.25
H 3.8520 30.3197 3.2515  0.40
H 4.5157 29.5888 9.2735  0.38
H 7.9962 20.8831 -3.0558  0.29
H -2.4767 19.8391 -0.3275  0.62
H 2.5201 34.8836 -3.1681  0.31
H -5.4814 23.7243 4.6916  0.13
H -8.6390 22.2441 1.2679  0.20
H 4.4090 27.5864 1.2078  0.04
H 3.5828 28.1987 -2.8755  -0.11
H 7.8540 24.5805 -4.6890  -0.55
H 2.9584 17.7311 0.8155  0.16
H 3.0766 19.4192 3.8716  0.43
H -4.3833 19.5281 0.9468  0.32
H 8.6976 25.8171 -6.2535  0.04
H -4.9130 20.1825 -1.3578  0.18
H -0.6613 31.9752 0.4091  0.30
H 9.7334 26.4124 0.9028  0.53
H 0.0699 19.5079 -1.7403  -0.08
H 6.2547 24.9742 0.2772  -1.52
H 1.3064 18.2547 -2.0773  0.19
H 0.5715 22.8705 8.7268  0.32
H 7.3399 31.3364 1.7216  0.34
H -7.3147 20.5762 3.8263  0.26
H -3.3775 23.4228 -5.8562  0.37
H 6.5621 25.9939 -3.6328  -0.71
H 5.6391 31.5853 -5.3305  0.42
H -1.2254 21.1847 4.4831  0.01
H 2.6151 23.2941 7.4853  0.30
H 0.8141 27.1998 8.9860  0.23
H 4.3904 23.0654 -1.9687  0.40
H -0.4207 20.5005 -4.5595  0.07
H 6.0804 25.6648 7.5692  0.40
H 2.8669 28.0127 1.5412  0.10
H 3.3854 32.7976 -2.2647  0.51
H 1.7659 20.5136 -0.7192  0.04
H 6.0043 19.4903 1.3924  0.23
H 1.3870 27.3664 7.3077  0.25
H 3.4344 29.6101 4.6675  -0.01
H 6.6349 22.3585 -5.9499  0.22
H -1.6714 19.4797 -3.9710  0.24
H 5.0016 27.2554 -7.5033  0.43
H -0.6012 24.3280 1.8111  -0.57
H 0.6162 25.6198 2.4759  0.49
H 0.1178 25.3120 -4.7485  0.20
H 10.5308 28.1360 -3.4628  0.43
H -2.0264 23.5665 -6.9531  0.38
H -2.0864 21.7039 2.1306  -0.84
H -3.8759 23.0054 3.5820  0.23
H -3.5923 26.5170 4.4786  0.33
H 8.9789 26.7580 -7.7389  0.43
H 6.5664 22.4078 -3.5740  -0.12
H 9.6310 25.9081 -1.7419  0.07
H -6.1786 25.0503 -1.4007  0.38
H -4.9966 26.2621 -0.7284  0.36
H 6.3047 27.2111 6.6293  0.33
H 5.7122 20.8474 5.6106  0.37
H 4.1217 21.7083 5.1473  -0.04
H 2.4351 30.8957 8.9472  0.33
H -6.6790 20.6632 1.1402  -0.20
H -2.0934 23.3228 -3.2186  0.45
H -0.5030 22.9831 -3.4627  0.14
H 5.3238 24.6406 -8.0436  0.09
H 0.6281 22.6330 5.1840  -0.63
H -0.1862 26.6815 7.5766  0.35
H 3.4705 28.4294 6.8902  0.00
H 2.3051 21.8735 -1.6372  -0.09
H 4.3169 30.4311 -1.8936  0.05
H 6.5334 25.8813 4.8485  0.51
H 5.3228 18.0624 0.6184  0.44
H 2.2842 30.4380 -0.1496  0.35
H -3.2313 25.2347 0.7973  0.53
H 7.1986 26.9443 -0.5615  0.05
H 2.0418 33.8873 -4.6960  0.27
H -0.0569 24.7269 6.5978  -0.02
H 6.2991 27.6369 -3.2890  0.30
H 6.2468 30.4215 -4.3951  0.12
H 7.9625 19.9074 -6.8962  0.39
H 8.9183 22.0056 1.6820  0.30
H 6.1370 25.2930 -9.3097  0.46
H 8.9242 24.4142 1.5513  0.61
H 1.4796 31.9826 6.8879  0.35
H 2.9697 28.6962 9.2453  0.36
H 3.3486 27.6663 -1.4188  -0.60
H 4.4619 17.8325 2.8667  0.19
H 9.0838 20.7126 -8.0306  0.33
H -8.2187 18.4436 -0.8661  0.30
H 10.0766 24.0104 -7.2015  0.30
H -5.0942 21.7780 -0.6335  0.15
H 2.9912 25.3115 1.8745  -0.13
H 6.3338 28.1722 3.1964  0.15
H 5.0783 27.2298 9.0353  0.61
H 9.4851 27.0666 -4.0875  0.18
H 8.3239 22.6568 3.2857  0.33
H 1.3929 25.2855 5.9245  0.43
H -0.9166 19.2329 -5.5933  0.35
H -7.2916 26.0982 0.2811  0.57
H -2.0901 22.4439 -5.5042  0.12
H 1.0870 18.3691 -4.5456  0.41
H 1.3884 29.0431 0.1195  0.46
H 0.2117 21.6055 2.8788  -0.35
H 0.4970 23.9884 3.0366  -0.32
H -6.6108 18.3229 -1.7381  0.27
H -4.8666 23.3901 6.1476  0.31
H -2.7557 21.6019 -0.2761  -0.08
H 2.5096 24.4419 -7.9217  0.32
H 4.1678 26.4852 -10.1667  0.36
H 8.0832 29.8934 2.3856  0.27
H -0.2220 22.3979 7.5521  0.17
H -1.2075 30.3709 0.2834  0.29
H 0.3336 28.9584 -3.1049  0.55
H 0.9054 27.4778 -2.1296  0.35
H -0.9993 25.4532 -0.7720  0.37
H -6.3717 23.4337 1.1539  -0.02
H 5.9740 29.0635 4.6019  0.19
H 9.3519 27.9643 0.5012  0.22
H -2.9577 20.7775 4.3244  0.30
H 3.7719 26.4664 8.3517  0.24
H -2.1323 20.7371 5.8635  0.49
H 1.3418 20.7883 1.7288  -0.53
H -7.7768 24.6454 2.7088  0.28
H 0.1307 30.8222 1.3539  0.30
H 1.9433 21.5935 5.5977  0.58
H 7.7832 24.4716 -0.5605  -0.68
H -8.8131 21.0211 4.5887  0.30
H 1.9283 25.7775 -6.9038  0.23
H -3.1521 23.4999 0.9788  -0.52
H 7.4377 21.2383 -8.0077  0.34
H 10.0867 24.5618 -8.9294  0.35
H -0.9067 23.7565 -0.8332  0.27
H -2.7290 25.7074 3.4380  0.08
H 3.4392 20.7381 2.7275  -0.62
H -2.8774 24.7983 5.7054  0.01
H 5.4818 24.1239 -1.3867  -0.04
H 1.2203 31.1026 5.3387  0.30
H 4.5481 19.6158 0.3477  0.19
H 0.1167 24.0383 -5.7648  0.30
H -9.7725 22.8440 2.5641  0.49
H 9.3085 23.0181 -8.3741  0.07
H 7.0017 27.4757 -6.2629  0.53
H 10.7849 27.0963 -1.2798  0.56
H 2.4006 23.1130 5.1102  -0.25
H -2.1854 23.5311 3.5541  -0.94
H 6.7123 29.8703 1.1506  0.21
H 3.2994 24.9517 -3.4947  0.43
H 0.2691 19.8404 2.6213  0.42
H 4.0960 27.5967 3.7257  -0.38
H 3.9111 24.7746 -9.7478  0.37
H 4.6165 23.7773 0.8563  -0.27
H 6.3433 26.5542 -1.9325  -0.34
H 3.1548 20.3374 -1.4137  0.27
H 2.8878 31.9731 -3.6666  0.31
H 7.4287 21.4333 2.4847  0.01
H 4.8947 25.3498 4.0611  -0.15
H -2.2747 24.6697 -1.4269  0.89
H -4.5469 24.2185 1.6250  0.35
H -8.7860 20.3794 2.9444  0.38
H 4.5032 30.3074 -4.5735  0.21
H 2.6700 24.6748 -1.1069  -0.07
H 3.9457 29.2878 1.1124  0.35
H 5.9192 24.3290 5.0882  0.61
H 6.5965 25.8009 -6.0966  -0.29
H -7.4366 20.5405 -0.4206  0.50
H 2.7308 31.6298 5.8762  0.38
H 5.8439 30.2405 -2.1791  0.12
H -1.2061 17.6351 -3.0752  0.26
H -2.0777 19.9414 2.2092  0.55
H 2.9415 23.6150 2.4212  0.00
H -5.9799 25.7078 1.5022  0.25
H -2.2119 25.2242 -4.7845  0.14
H 4.9608 24.4020 -3.8942  -0.20
H -0.8842 16.8971 -4.3807  0.29
H 8.4352 24.1116 -3.0393  -0.03

For the highest occupied orbital energy, the calculation gives -8.50 eV. Its LUMO energy is 0.441 eV. The orbital gap comes out at 0.3285 hartree. As for the total charge: 0.

***

Run B
Computed, not measured: a 15-piece molecular cluster, C72H189N15O21 overall, with ωB97M-V with the def2-TZVPD basis set.

Last column: Mulliken charge in e.
Positions of all 297 atoms, in Å:
O 5.9764 -7.0030 -3.1689  -0.27
O 5.9089 2.5387 -1.2127  0.41
O -3.3790 2.9737 7.8888  -0.39
O -8.7637 2.5266 -0.3044  -0.35
O 1.9848 3.9942 -2.8907  0.80
O -1.6942 5.4073 -3.0532  -0.47
O -3.3814 2.8097 1.4411  0.56
O -4.2413 -5.3932 -1.0340  -0.40
O -6.8351 0.5705 1.2654  0.22
O -2.1977 0.0365 -6.5812  -0.49
O 1.1872 -5.2782 -2.4613  -0.43
O 0.5247 4.7113 0.9569  -0.09
O 4.5388 -2.5479 3.9327  -0.42
O -8.3171 -2.5363 0.5516  -0.11
O 2.1431 0.2088 -0.2874  0.78
O 3.9715 -1.7251 -5.2026  -0.51
O 6.4741 -2.1731 -1.5240  0.22
O -0.8398 -1.4034 7.0049  -0.45
O -4.1279 -0.4570 -2.3541  1.55
O 3.2823 1.2040 6.0515  -0.44
O 10.1664 0.0032 0.5285  -0.45
N 4.2897 4.9298 -1.3788  0.10
N 3.2205 -6.3056 -4.4570  0.01
N -2.2415 -2.8811 4.6561  -0.51
N -2.2563 2.1573 -1.7570  1.69
N -8.2436 -0.1366 -1.3771  0.54
N 1.2585 8.3330 0.4915  -0.65
N -8.0785 -0.4059 4.6761  -0.64
N -1.2647 -1.0046 -1.2517  0.81
N -2.9428 2.2652 4.2133  0.55
N 4.0770 -4.9728 -0.9798  -0.39
N 6.5622 -0.2228 1.0670  0.80
N 0.6002 -0.3345 -6.0590  -0.21
N 2.0171 0.9959 2.6602  1.36
N -2.0929 -4.3106 1.6940  -0.32
N 3.1948 -4.8883 3.0042  -0.86
C 1.8612 -2.8131 2.3972  0.15
C -0.2039 -0.7551 -0.2726  1.33
C 4.6416 -3.7829 -1.6496  1.47
C -1.7734 -0.8322 3.3078  0.67
C -1.3430 -1.7041 4.5079  0.25
C 2.9162 4.8838 -3.4372  -0.80
C -9.6191 -2.7639 0.9975  -0.90
C -3.3701 -4.8710 1.1392  -0.19
C -3.4037 4.2168 1.3366  -0.15
C -5.6696 0.3165 0.5562  0.71
C -3.1236 1.1157 -6.6339  -0.46
C 1.3141 3.6212 0.4134  0.50
C 6.4302 3.8214 -0.9129  -0.80
C -2.3879 3.3132 -2.6752  1.14
C 3.7953 2.3816 3.4893  -1.59
C -1.1681 -0.7568 5.7440  0.67
C 5.7592 4.9417 -1.6774  -0.90
C 4.0623 -7.5146 -4.5079  -0.88
C 3.9605 -3.1398 -5.4311  -0.53
C 7.7954 0.4480 0.8463  2.84
C -3.6049 2.4091 6.6323  -0.47
C -6.7618 -0.0429 2.5609  0.33
C 0.2604 -4.3329 -2.0078  -0.23
C -8.2265 3.5692 0.5069  -0.49
C -4.0372 -5.3228 -2.3902  -0.60
C 4.5104 -2.8616 2.5847  -0.12
C -1.0756 -0.5499 8.1245  -0.37
C 3.0652 0.8496 -1.0826  -0.36
C -2.6214 -1.2998 -0.6780  1.93
C -7.6464 1.8302 3.9549  -1.09
C -4.4579 -3.8988 1.4672  -0.79
C -1.7045 -0.2260 -5.2760  0.90
C -8.2389 2.3271 -1.5830  0.37
C -5.3288 -0.4478 -3.0831  -0.56
C 1.8507 -6.6927 -4.2850  -1.26
C 3.1753 -3.5934 2.1981  0.45
C -8.9640 -1.3779 -1.5539  -0.97
C -2.2172 2.1010 1.8362  1.85
C 8.9280 -0.5718 0.9171  -0.85
C -1.5847 4.5002 -2.0670  1.18
C -8.7757 1.0393 -2.1151  -0.88
C -7.8957 0.3786 3.4674  0.63
C -3.8005 3.7122 -3.0247  -1.50
C 3.5329 -2.7190 -1.6674  0.66
C 2.6923 1.1494 7.3689  -0.70
C -1.8789 2.5513 3.2724  -1.54
C 2.4016 0.8333 5.0210  -0.46
C -0.8857 6.5143 -2.8823  -0.53
C 5.8672 -3.2706 -0.8802  -0.51
C -2.6978 2.8574 5.5158  -0.63
C 7.1563 -2.3307 -2.7700  -0.44
C 6.5146 2.1260 -2.4353  -0.66
C 3.0668 1.0589 3.6389  2.18
C 3.5063 5.7540 -2.3427  -0.49
C -3.6902 -1.6231 -1.6764  -0.68
C 5.6946 -1.8742 4.4194  -0.47
C 10.1910 0.0902 -0.8990  -0.54
C 2.6594 -1.2273 -4.9034  0.57
C 0.6565 7.1508 1.1213  -0.02
C 1.8039 -1.1725 -6.1921  -1.01
C -8.3161 -2.5614 -0.8539  -0.23
C 1.0290 5.8810 0.3359  0.54
C -0.8469 7.2763 1.3280  -0.97
C -3.0842 -5.0712 -0.3238  0.43
C 7.3635 -6.7361 -3.1504  -0.88
C 5.5012 -7.1302 -4.4886  -0.63
C 1.2312 3.3252 -3.7903  -0.91
C -0.4236 -1.0196 -5.2612  -0.25
C 8.0338 1.5063 1.8550  -1.83
C 1.0577 -5.4774 -3.8110  0.07
C 0.9927 -0.1209 -1.0588  0.04
C -3.9051 4.3138 8.0672  -0.75
H -4.6238 2.5795 6.2647  0.42
H 1.2778 -0.8627 -1.7973  -0.63
H 1.4169 -6.9640 -5.2698  0.43
H 1.4489 0.1206 2.7575  -0.80
H 0.5295 -3.2727 -2.2385  0.10
H -10.1815 -3.5272 0.4586  0.40
H -4.6381 -3.7920 2.5309  0.51
H -9.9148 1.1787 -1.9835  0.25
H -2.4642 1.0416 1.7177  -1.10
H -1.3453 7.4029 0.3624  0.12
H 0.1949 -0.0479 -6.9309  0.33
H 0.9967 -3.4306 2.2897  0.48
H -8.4742 3.1917 -2.2597  0.52
H -1.1327 7.0110 -1.9709  0.11
H 2.5879 0.0525 7.6370  0.26
H 1.4414 -2.2032 -6.4904  0.38
H -8.1613 -1.4360 4.6017  0.24
H 4.8792 -3.8574 -2.7209  -0.43
H 7.5939 1.8998 -2.1762  -0.02
H 1.3964 -4.5561 -4.3124  -0.17
H 1.9192 -1.9702 1.7315  -0.33
H 1.0504 2.7014 0.8811  -0.82
H 6.2424 4.0013 0.1284  0.34
H -1.3192 6.3934 1.6843  -0.01
H -3.3538 -6.0713 -2.7167  0.36
H 1.6865 -7.5761 -3.6846  0.38
H 2.3774 5.5298 -4.1971  0.42
H -0.9794 8.1176 2.0104  0.41
H 3.1508 -5.2412 -1.3118  0.02
H -4.9249 4.2759 8.4156  0.29
H -9.9862 -1.1619 -1.3376  0.66
H 5.3750 -1.2125 5.2510  0.18
H 6.4568 -2.4858 4.7870  0.38
H 5.0137 -3.3484 -5.7704  0.25
H 7.5253 -1.3526 -3.0762  0.19
H 0.6511 5.8893 -0.6735  -0.60
H 5.2865 -3.5789 2.3328  0.87
H 2.2936 -5.3165 2.7540  0.32
H -0.7457 -4.5457 -2.3454  0.35
H -0.9070 -0.2155 3.1170  -0.31
H 6.3619 -0.6562 0.1686  -0.70
H 6.5795 -4.0979 -0.6523  0.46
H -7.5095 -0.0167 5.4299  0.19
H -1.3067 -0.1950 -1.8323  -0.46
H 0.1976 6.2433 -2.9062  0.05
H 3.7685 0.2465 3.4510  -0.91
H 3.3774 1.5768 8.1055  0.35
H -5.3578 -4.2467 0.8758  0.29
H -6.6466 1.8984 4.5033  -0.08
H 5.6753 -6.1754 -4.9013  0.22
H 7.5330 3.9201 -0.9944  0.37
H -2.5890 -0.1147 3.5888  -0.19
H 3.1329 0.2590 -1.9941  -0.26
H 6.1776 -1.2566 3.5780  -0.03
H -3.5513 1.3147 6.7065  0.16
H -8.8145 0.4637 2.9256  0.26
H -0.3324 -0.0418 5.5019  -0.23
H 5.6855 -2.8716 0.1379  -0.71
H -5.5634 0.6024 -3.3480  0.08
H -1.1507 7.1555 -3.7088  0.42
H 6.4345 -2.7183 -3.4938  -0.18
H -7.5513 2.5343 3.1604  0.04
H 1.4466 1.3591 5.1766  -0.30
H 3.3029 -3.9281 1.1671  -0.40
H -6.7843 -1.1540 2.4148  0.07
H -3.2235 -2.4717 4.6539  0.30
H -1.5653 0.7064 -4.6956  -0.71
H -2.4459 -2.1381 0.0543  -1.12
H -2.0803 -0.1424 5.8238  -0.26
H -5.1735 -1.0882 -3.9986  0.17
H -8.5692 3.3874 1.5141  0.20
H -2.3359 2.4313 -0.8098  -1.03
H -2.8485 -0.4194 -0.0261  -0.70
H -3.3463 4.7598 8.8864  0.28
H -2.7760 1.8711 -5.9374  0.08
H -7.1757 3.5223 0.4337  0.11
H -10.2040 -1.8010 1.0197  0.25
H -2.4089 -0.8719 -4.6312  -0.03
H 0.6642 0.7625 -1.6258  -0.20
H 3.8623 -1.9140 -2.3946  -0.20
H 7.2342 2.2781 1.8945  0.26
H 1.9745 -2.3004 3.3660  -0.12
H 11.2203 0.2130 -1.2996  0.34
H 7.6155 -5.9151 -3.7733  0.38
H -2.7545 -4.0627 -0.6175  -0.73
H 4.4654 2.6548 4.3201  0.31
H -0.3244 -2.0986 4.2702  -0.52
H -2.2005 -4.0315 2.6997  0.09
H -8.4435 0.9608 -3.1482  0.40
H -2.4700 4.5978 1.0057  -0.78
H -3.5678 -4.3748 -2.7597  0.11
H 2.3607 1.0430 1.7252  -0.73
H -3.9368 4.8844 7.1542  0.33
H -9.0097 -1.7250 -2.6369  0.34
H -5.8182 0.3815 3.0109  -0.58
H -0.6525 -2.0100 -5.7017  0.24
H -2.1616 -3.1945 5.6185  0.34
H -3.9141 4.5796 -3.6960  0.44
H 3.7901 -8.0406 -5.4279  0.49
H -1.3593 2.3929 1.2901  -0.10
H 2.9691 3.0772 3.4638  0.38
H -1.6574 2.6701 5.9236  -0.01
H 2.7394 1.8180 -1.3616  -0.09
H -5.5246 -0.7321 0.1859  -0.10
H -8.3778 2.2119 4.5692  0.58
H 2.1018 5.9797 0.3487  0.31
H 0.7921 3.9221 -4.5638  0.45
H -0.5625 4.1692 -1.8703  -1.01
H -8.6408 4.5158 0.1195  0.34
H -7.0867 2.3000 -1.5086  -0.50
H 3.7220 -3.7104 -4.5645  0.04
H 2.5138 -0.7125 -6.8689  0.37
H -4.0916 0.8869 -6.2328  0.25
H 9.8547 -0.8601 -1.3174  0.25
H -1.9494 4.8573 -1.0327  0.00
H 3.9758 0.9750 -0.5921  0.14
H -3.7182 4.6587 2.3545  0.28
H 0.2642 -4.3786 -0.8765  -0.12
H 1.7160 1.6321 7.4478  0.21
H 9.2366 -0.8856 1.9226  0.26
H -1.9370 3.0386 -3.6380  -0.50
H 7.9338 -3.0831 -2.6126  0.30
H -4.3279 2.8220 -3.4231  0.17
H 3.3076 -3.4004 -6.2927  0.45
H 3.0456 -4.6224 3.9798  0.38
H 8.0358 1.0175 2.8848  0.32
H -4.6881 0.5552 1.1191  -0.62
H 2.3598 3.7725 0.6605  0.47
H -5.0102 -5.4023 -2.8776  0.28
H 8.7532 -1.4619 0.2968  0.43
H -2.2697 -5.7586 -0.5112  0.69
H -3.5853 -5.8812 1.5221  0.37
H 6.4427 2.8452 -3.3015  0.27
H -4.2217 4.4758 0.5974  0.18
H 7.6877 -6.5726 -2.1160  0.25
H 1.8405 2.6087 -4.2909  0.44
H -9.5500 -3.0941 2.0837  0.22
H 7.8997 -7.6207 -3.5705  0.34
H 5.8588 0.4073 1.3569  -0.27
H -3.8163 2.6686 3.9273  0.16
H -2.0390 0.0716 8.0415  0.17
H -3.1125 1.4628 -7.6267  0.36
H 2.5729 -3.1354 -2.0127  -0.30
H 5.9435 5.0140 -2.7674  0.39
H -1.6259 3.6334 3.0859  0.71
H -5.7610 0.9905 -0.3251  -0.52
H -4.0600 -2.9363 1.1523  -0.20
H -0.0094 -5.5193 -3.9765  0.66
H 2.6461 6.1302 -1.8468  -0.29
H 4.5667 -1.9376 1.9760  -0.47
H -7.2654 -2.6515 -1.0549  -0.28
H 3.3827 -2.3981 -0.6432  -0.22
H 2.1451 -1.7762 -4.0332  -0.34
H 6.1347 -7.8225 -4.9997  0.57
H -0.1110 -1.1187 -4.2159  -0.05
H 1.2069 9.1719 0.9844  0.28
H -3.2586 -2.2959 -2.3819  0.27
H 3.9081 3.9948 -1.3587  -0.06
H 4.6799 -5.7956 -1.1315  0.39
H -8.2996 0.0416 -0.3759  -0.27
H -4.5339 -2.0900 -1.1150  -0.42
H 1.0354 7.0691 2.1343  0.42
H -4.3963 3.9964 -2.1201  0.11
H 2.8211 -0.2521 -4.5664  0.26
H 3.7349 -8.2319 -3.7274  0.44
H 1.1944 3.5831 -0.6717  -0.20
H 6.0538 1.2854 -2.8905  0.08
H 4.1138 6.5881 -2.7317  0.54
H 0.7778 8.5089 -0.4556  0.22
H 9.5825 0.8641 -1.3487  0.14
H 6.1122 5.9239 -1.3079  0.43
H -0.2355 0.1133 8.3184  0.10
H 8.9678 2.0096 1.6928  0.42
H 4.2861 2.4300 2.5209  0.29
H -6.1622 -0.8595 -2.4791  -0.26
H 0.0920 -1.7528 0.2856  -0.10
H 7.7656 0.9628 -0.1590  -1.36
H 2.0945 -0.2078 5.0632  0.61
H 3.7407 4.3076 -3.8967  0.36
H -3.0725 1.4452 -1.8489  -0.77
H -1.3426 -4.9022 1.5533  0.23
H -1.1348 -1.2759 8.9978  0.29
H 0.4533 2.8790 -3.2481  -0.40
H -2.0619 -1.4488 2.5083  0.01
H -0.4195 0.0088 0.5012  -1.09
H -2.6092 3.9725 5.3777  0.49
H -0.9424 2.0860 3.5481  0.11
H -8.7406 -3.5274 -1.2322  0.54
H 3.5422 -5.9700 -3.5517  -0.04

For the highest occupied orbital energy, the calculation gives -8.64 eV. Its LUMO energy is 0.568 eV. The orbital gap comes out at 0.3384 hartree. As for the total charge: 0.

***

Most stable structure among those shown: run B. Next: +0.2351 hartree.